{
  "formula": "C6H10O2",
  "method": "ωB97M-V/def2-TZVPD",
  "elements": ["C", "C", "C", "C", "C", "C", "H", "H", "H", "H", "H", "H", "H", "H", "H", "H", "O", "O"],
  "xyz": [[1.849, -0.418, 0.025], [1.515, 1.092, -0.078], [0.011, 0.790, -0.009], [-1.568, 0.933, -0.087], [-1.729, -0.633, -0.209], [-0.360, -1.131, 0.401], [2.102, -0.662, 1.086], [2.638, -0.715, -0.652], [1.921, 1.594, 0.868], [1.836, 1.629, -0.988], [-0.001, 0.214, -0.951], [-1.894, 1.400, -1.031], [-2.139, 1.349, 0.798], [-1.865, -0.920, -1.284], [-2.537, -1.052, 0.375], [-0.549, -2.038, 1.014], [0.779, -1.404, -0.449], [-0.010, -0.029, 1.169]],
  "nbo_charge": [-0.0870, -0.4232, 0.0305, -0.3844, -0.4472, 0.3446, 0.2032, 0.1983, 0.2190, 0.2176, 0.1977, 0.2053, 0.2144, 0.2126, 0.2185, 0.1700, -0.5572, -0.5325],
  "homo_energy_ev": -9.60,
  "lumo_ev": 1.085,
  "total_charge": 0,
  "de_lowest_kcal_mol": 103.4,
  "homo_lumo_gap_ev": 10.68
}